[1]
80
Properties=species:S:1:pos:R:3:lowdin_charge:R:1 method="wB97M-V/def2-TZVPD" energy_ev=-62371.683 e_lumo_ha=0.1518 homo_lumo_gap_ev=6.33 charge=-2 e_above_lowest_ev=0.2079
Ba -0.2668 -0.1842 0.1358 1.674
Sb -0.8976 2.4686 2.4686 1.389
F 3.6377 -9.2240 -3.4765 0.111
F 1.5845 -9.8897 -3.5714 0.110
F 2.6872 -10.0714 -1.7243 0.109
O 1.8519 -2.0442 -3.2567 -0.108
O 0.5257 3.2840 -1.6607 -0.052
O 0.0565 1.1540 -2.2254 -0.180
O 1.6738 -0.1798 1.9084 -0.281
O 3.5782 0.9837 2.1847 -0.029
N 2.3643 0.2152 -0.9556 -0.247
N -2.8246 1.1286 -0.5730 0.029
C -4.2744 -3.2465 1.4485 -0.138
C 2.0239 1.6269 -0.9088 -0.184
C -4.9609 2.8770 -0.4715 -0.102
C 0.4889 4.0747 2.7655 -0.451
C 3.0163 -1.5578 -2.6231 -0.259
C 2.9422 -0.0764 -2.2657 -0.179
C 1.1205 -5.3457 -1.5909 -0.252
C -3.7651 3.2750 -1.0518 -0.086
C -3.0382 -2.6189 1.3498 -0.179
C 0.7140 -6.5030 -0.9043 -0.028
C 1.1561 -7.7534 -1.2868 -0.034
C 2.4812 -9.2453 -2.7780 -0.573
C -0.7381 2.3648 5.6352 -0.202
C -3.9829 0.7194 -0.0412 -0.251
C 3.2874 -0.1327 0.1256 -0.133
C 0.4873 4.9969 1.5441 -0.201
C -5.0713 1.5986 0.0388 -0.041
C 2.0273 -7.8877 -2.3637 -0.162
C 2.4336 -6.7564 -3.0631 -0.026
C 0.3647 -2.9325 -0.7867 -0.126
C -5.4238 -2.5800 1.0316 -0.141
C 2.8094 0.2698 1.5324 -0.732
C -5.3072 -1.2909 0.5416 -0.092
C -2.8561 -1.3120 0.8581 -0.206
C -2.7209 2.3619 -1.0716 -0.140
C -2.7434 3.5664 2.7695 -0.433
C -2.6781 4.8032 3.6594 -0.200
C -4.0520 -0.6736 0.4737 -0.258
C 1.9872 -5.5033 -2.6853 -0.014
C 0.6987 -4.0564 -1.1641 -0.223
C -0.7093 1.4954 4.3835 -0.438
C 0.7558 2.0610 -1.7031 -0.771
H 1.1917 -2.2450 -2.5568 0.010
H -1.9470 5.5234 3.2875 0.046
H -0.5229 1.7766 6.5327 0.057
H 1.8439 1.9088 0.1391 0.098
H -5.9878 1.2824 0.5221 0.094
H -5.7986 3.5630 -0.4035 0.094
H 0.8393 -8.6319 -0.7382 0.112
H -2.1620 -3.1901 1.6540 0.067
H 3.4307 -1.2150 0.1278 0.116
H 3.9539 0.3681 -2.3292 0.118
H -1.7164 2.8307 5.7795 0.044
H 4.2619 0.3552 -0.0303 0.118
H 1.4650 3.5994 2.8919 0.052
H 2.3170 -4.6137 -3.2078 0.106
H -2.3898 4.5538 4.6828 0.042
H -1.4979 0.7398 4.4111 0.044
H -3.6447 5.3157 3.7043 0.058
H -6.2018 -0.7852 0.1814 0.085
H -0.4851 5.4812 1.4116 0.052
H -4.3464 -4.2607 1.8334 0.079
H 0.2548 4.6121 3.6869 0.032
H 0.0049 3.1638 5.5862 0.053
H -3.4617 2.8385 3.1560 0.046
H 0.6918 4.4469 0.6204 0.043
H 0.0491 -6.3912 -0.0584 0.113
H 3.1142 -6.8568 -3.8988 0.111
H 3.2405 -2.1621 -1.7382 0.102
H -3.6299 4.2647 -1.4681 0.095
H -3.0914 3.8280 1.7674 0.021
H -1.7585 2.6192 -1.5016 0.081
H 3.8385 -1.6995 -3.3316 0.108
H 1.2354 5.7899 1.6352 0.060
H 2.3082 0.3994 -3.0151 0.121
H 0.2350 0.9523 4.2957 0.040
H -6.3935 -3.0651 1.0702 0.078
H 2.8613 2.2602 -1.2430 0.133

***

[2]
77
Properties=species:S:1:pos:R:3:lowdin_charge:R:1 method="wB97M-V/def2-TZVPD" energy_ev=-60992.701 e_lumo_ha=-0.0606 homo_lumo_gap_ev=2.53 e_above_lowest_ev=0.3309
Cl 2.3196 -9.3857 3.0512 0.627
O 4.1674 0.3697 1.7289 -0.030
O 2.3916 -0.9272 -0.3389 0.064
O 4.9490 -1.7477 1.4327 0.047
O 3.9921 4.5668 -1.0600 -0.098
O -7.9035 3.8278 -1.4066 -0.129
N -5.8877 1.8635 -1.1622 -0.059
N 2.6046 -2.6705 2.4635 0.016
N -2.4694 -0.5050 -1.0191 -0.043
C 2.0997 3.8199 0.1231 -0.006
C 1.0015 1.7526 -0.5076 -0.213
C 2.9640 3.6798 -0.9919 -0.270
C 0.0489 0.7202 -0.2042 0.001
C 1.1232 2.8826 0.3386 -0.021
C 4.9210 4.4784 -2.1630 -0.061
C 1.8022 1.6930 -1.6719 -0.018
C 0.0491 -0.5387 -0.7439 -0.141
C -7.8932 2.7254 -2.3122 -0.171
C -6.0122 2.9064 -0.1457 -0.119
C 3.2682 -6.8695 2.7720 -0.114
C 1.8593 -4.8943 3.0066 -0.235
C -6.5242 2.0682 -2.4614 -0.136
C -7.4056 3.5221 -0.1058 -0.173
C 2.8103 2.6047 -1.8980 -0.001
C -3.0815 -0.2785 -2.2031 0.014
C -1.2127 -1.3244 -0.9727 -0.070
C 2.1582 -7.6824 3.0697 -0.731
C 5.6423 2.2475 1.3218 -0.071
C -4.1379 0.7484 0.1165 0.047
C -4.2243 0.4869 -2.2816 0.037
C 1.3337 -2.4788 -1.8076 -0.013
C -3.0069 -0.0394 0.1307 -0.011
C 3.1150 -5.4783 2.7345 -0.033
C 5.3894 0.7850 1.0763 -0.237
C 2.6875 -1.4432 2.1139 -0.160
C 0.7622 -5.7317 3.3217 -0.075
C 4.0473 -0.9780 1.7154 -0.528
C 0.9054 -7.1135 3.3602 -0.137
C 1.3546 -1.2638 -0.9275 -0.401
C 1.6751 -3.4568 2.9078 -0.191
C -4.7613 1.0617 -1.1121 -0.175
H 1.8802 -0.6988 2.1137 0.097
H 2.3639 -2.7290 -2.0762 0.097
H -8.0958 2.8520 0.4413 0.133
H 4.7529 2.8613 1.1610 0.059
H 6.2099 0.1712 1.4651 0.118
H -8.2148 3.1691 -3.2650 0.136
H 1.6143 0.9163 -2.4108 0.121
H 3.9572 -4.8342 2.4776 0.110
H -7.3574 4.4956 0.4019 0.136
H 5.4084 3.4919 -2.1949 0.093
H -0.7951 0.9969 0.4296 0.099
H 4.4281 4.6854 -3.1254 0.096
H -8.6163 1.9502 -1.9952 0.133
H -1.1713 -1.8691 -1.9273 0.119
H 0.6863 -3.0653 3.2139 0.085
H -2.6175 -0.7287 -3.0786 0.150
H 0.4355 2.9870 1.1760 0.116
H 0.0600 -7.7561 3.5975 0.092
H -5.7966 2.4797 0.8368 0.112
H 0.7612 -2.2741 -2.7191 0.074
H 3.5015 2.4775 -2.7357 0.109
H -6.6825 1.0934 -2.9392 0.128
H 5.6593 5.2496 -1.9399 0.092
H -1.3114 -2.0633 -0.1563 0.151
H 6.0150 2.4057 2.3391 0.078
H -0.2088 -5.2724 3.5098 0.094
H 5.2650 0.5645 0.0057 0.123
H 0.8788 -3.3216 -1.2665 0.099
H -5.8945 2.6774 -3.1392 0.142
H 6.4169 2.5957 0.6341 0.073
H -5.2851 3.7217 -0.3361 0.147
H 4.2331 -7.3277 2.5607 0.096
H -4.5145 1.0914 1.0750 0.118
H -2.4843 -0.3047 1.0483 0.157
H -4.6657 0.6437 -3.2609 0.113
H 2.2620 4.6650 0.7913 0.123

***

[3]
81
Properties=species:S:1:pos:R:3:lowdin_charge:R:1 method="wB97M-V/def2-TZVPD" energy_ev=-86687.055 e_lumo_ha=-0.1198 homo_lumo_gap_ev=6.78 charge=+1 e_above_lowest_ev=0.0661
I -5.6605 3.5528 -4.1905 0.880
I 0.2480 3.7036 -3.0270 0.984
Sc 0.0793 -0.0108 -0.0134 1.031
O 1.3128 -0.1022 1.7299 -0.166
O -0.6203 1.1468 -1.4712 -0.279
N 3.2245 -0.3544 -3.1998 -0.149
N 1.8820 0.0723 -1.3240 0.085
N -0.2192 -1.9512 1.2209 -0.044
N 3.1751 -1.8631 -1.4542 -0.152
N -0.5058 -1.8167 -1.3341 0.039
N 0.1595 -1.9153 2.5279 0.095
N -0.6300 1.7213 1.5328 0.061
N -2.3745 -0.0505 0.3066 -0.073
C 3.0282 0.6077 5.4578 -0.071
C 0.2791 2.4643 2.1764 -0.104
C 1.1347 -1.3993 5.1315 -0.023
C -0.6136 -1.6971 -2.6566 -0.105
C -0.9194 -2.9545 -0.7433 -0.215
C -3.1432 -0.1415 -0.9612 -0.127
C -2.9743 1.0786 -1.8341 -0.161
C -2.9197 1.0401 1.1356 -0.111
C 2.7372 -0.6804 -1.9699 -0.415
C -1.4819 -3.9869 -1.4798 0.011
C 3.0229 -2.1459 -0.0400 -0.034
C -0.0218 3.2271 3.2853 -0.031
C 0.9776 -0.8829 2.6888 -0.422
C 1.5439 -0.6447 4.0337 -0.146
C -1.3194 3.2016 3.7742 -0.030
C -2.7319 3.3477 -3.4452 -0.220
C 2.6376 0.7437 -3.9462 -0.066
C -1.6200 2.8058 -2.8226 -0.621
C -1.6008 -3.8498 -2.8545 -0.024
C -1.1479 -2.6894 -3.4605 -0.021
C -4.0843 1.6338 -2.4500 -0.114
C -0.6947 -3.0307 0.7144 -0.270
C 4.5897 -0.6900 -3.5885 -0.041
C -1.6993 1.6570 -2.0212 -0.414
C -1.8867 1.7360 1.9756 -0.237
C -2.2654 2.4455 3.1073 -0.002
C 2.6136 -0.1426 6.5496 -0.073
C 2.4945 0.3594 4.2041 -0.026
C 1.6667 -1.1456 6.3841 -0.070
C -3.9674 2.7521 -3.2631 -0.739
C -0.9270 -4.2934 1.4763 -0.005
C 3.2891 -3.0467 -2.2931 -0.043
H 2.0602 -2.6177 0.1839 0.078
H -2.0416 -4.6427 -3.4438 0.121
H -2.5197 -0.9216 0.8081 0.114
H 3.7706 1.3847 5.5843 0.106
H 2.8150 0.9314 3.3440 0.111
H 0.7507 3.8113 3.7642 0.116
H -3.7505 0.6962 1.7562 0.138
H 3.1033 -1.2309 0.5379 0.082
H -1.5893 3.7640 4.6579 0.118
H -4.2102 -0.2607 -0.7445 0.130
H -3.2915 2.4062 3.4479 0.122
H 5.1604 0.2302 -3.7339 0.098
H -5.0593 1.1879 -2.2920 0.103
H 4.2244 -3.5698 -2.0891 0.098
H 1.5545 0.7496 -3.8371 0.058
H 3.2528 -2.7821 -3.3454 0.082
H -0.5377 -5.1567 0.9364 0.088
H 2.4606 -3.7320 -2.0825 0.092
H -2.6321 4.2309 -4.0610 0.085
H -2.8250 -1.0437 -1.4832 0.107
H 1.7849 0.9808 -1.7715 0.034
H -0.2753 -0.7540 -3.0680 0.113
H 4.6077 -1.2552 -4.5218 0.095
H 3.0311 0.0511 7.5289 0.107
H 3.0216 1.7187 -3.6285 0.084
H -3.3249 1.7967 0.4585 0.140
H -1.2156 -2.5447 -4.5289 0.118
H -1.9966 -4.4522 1.6361 0.099
H 1.3453 -1.7311 7.2352 0.107
H 1.2875 2.4254 1.7881 0.119
H 2.8763 0.6105 -5.0004 0.100
H 5.0727 -1.2718 -2.8096 0.089
H 3.8144 -2.8335 0.2591 0.101
H 0.3984 -2.1780 4.9894 0.108
H -1.8230 -4.8854 -0.9859 0.118
H -0.4429 -4.2219 2.4457 0.074